Record 1
Density functional theory data (ωB97M-V/def2-TZVPD) for a molecular structure, C11H24ClKN3NbO5 at a distorted geometry.

Last column: Löwdin charge in e.
Geometry (Å):
N (-0.691, 0.759, 1.920)  -0.061
C (-0.882, 1.730, 2.600)  -0.462
O (-1.213, 2.494, 3.456)  0.170
K (-2.890, -1.335, 0.712)  0.836
Nb (0.490, 0.409, 0.146)  1.797
N (-0.999, 0.735, -1.236)  -0.271
N (0.624, -1.580, 0.287)  -0.252
C (-1.512, 2.081, -1.490)  -0.683
C (0.991, -2.551, 1.320)  -0.665
C (-2.908, 2.180, -0.903)  -0.026
C (-1.509, 2.258, -2.996)  -0.040
C (-0.583, 3.155, -0.892)  -0.051
C (0.474, -3.912, 0.839)  -0.029
C (2.519, -2.652, 1.495)  -0.023
C (0.317, -2.194, 2.656)  -0.047
H (-3.574, 1.380, -1.267)  0.076
H (-3.387, 3.114, -1.205)  0.111
H (-2.855, 2.137, 0.190)  0.082
H (-0.516, 2.083, -3.437)  0.107
H (-1.802, 3.279, -3.224)  0.100
H (-2.237, 1.625, -3.518)  0.092
H (-0.502, 3.112, 0.215)  0.065
H (-1.039, 4.126, -1.129)  0.115
H (0.427, 3.157, -1.353)  0.093
H (-0.597, -3.846, 0.586)  0.084
H (0.623, -4.668, 1.618)  0.111
H (1.011, -4.218, -0.065)  0.090
H (3.005, -2.993, 0.570)  0.081
H (2.754, -3.402, 2.263)  0.109
H (2.965, -1.699, 1.804)  0.091
H (0.535, -1.161, 2.958)  0.062
H (0.666, -2.876, 3.450)  0.111
H (-0.786, -2.305, 2.582)  0.065
C (1.223, -1.866, -1.120)  -0.086
H (1.348, -0.885, -1.653)  0.069
H (2.236, -2.279, -0.954)  0.091
H (0.606, -2.559, -1.722)  0.101
C (-1.694, -0.417, -1.943)  -0.168
H (-1.368, -0.466, -3.031)  0.111
H (-1.476, -1.443, -1.435)  0.042
H (-2.841, -0.230, -2.003)  0.095
O (2.445, 3.722, 0.704)  -0.196
Cl (3.135, 2.510, 1.128)  1.010
O (4.525, 2.443, 0.775)  -0.138
O (2.771, 2.065, 2.443)  -0.203
O (2.171, 0.982, -0.140)  -0.564

The lowest unoccupied orbital energy is -10.6 eV. Its total energy is -56878.9515 eV. Its charge is +2.

=====

Record 2
Density functional theory data (ωB97M-V/def2-TZVPD) for 8 unconnected molecules or ions with the total composition C11H24F2N9O18 at a distorted geometry.

Last column: Löwdin charge in e.
Geometry (Å):
O (0.978, -2.276, 1.186)  -0.063
C (0.482, -1.128, 1.117)  -0.701
O (0.322, -0.281, 2.033)  -0.069
C (0.080, -0.703, -0.319)  -0.117
N (-1.343, -0.358, -0.511)  0.022
N (-2.234, -0.698, 0.552)  0.058
C (-3.107, -1.776, 0.190)  -0.475
O (-3.457, -2.626, 0.911)  0.217
F (-3.496, -1.730, -1.092)  0.126
C (-3.001, 0.354, 1.037)  -0.486
O (-4.186, 0.362, 1.163)  0.158
F (-2.273, 1.447, 1.320)  0.127
H (0.334, -1.521, -0.988)  0.076
H (0.681, 0.176, -0.570)  0.114
H (-1.480, 0.601, -0.788)  0.116
C (1.869, 2.139, 3.621)  0.053
N (2.825, 3.188, 3.169)  -0.453
O (3.225, 3.157, 2.024)  0.054
O (3.156, 4.030, 3.986)  0.028
H (1.658, 1.455, 2.802)  0.068
H (2.336, 1.621, 4.453)  0.100
H (0.966, 2.647, 3.943)  0.089
C (1.579, -1.329, -5.452)  0.027
N (1.560, -1.873, -4.065)  -0.441
O (1.980, -2.999, -3.887)  0.064
O (1.120, -1.143, -3.204)  0.067
H (1.992, -2.084, -6.110)  0.095
H (0.557, -1.091, -5.718)  0.083
H (2.191, -0.434, -5.441)  0.084
C (3.286, -4.129, 0.609)  0.043
N (4.468, -4.941, 1.012)  -0.440
O (4.288, -5.976, 1.632)  0.028
O (5.565, -4.524, 0.702)  0.052
H (2.385, -4.617, 0.956)  0.090
H (3.379, -3.147, 1.062)  0.094
H (3.302, -4.052, -0.474)  0.102
C (0.510, 2.360, -8.713)  0.048
N (1.059, 1.271, -7.858)  -0.438
O (2.086, 1.490, -7.253)  0.076
O (0.432, 0.231, -7.833)  0.059
H (1.170, 3.216, -8.637)  0.094
H (0.463, 1.979, -9.728)  0.099
H (-0.485, 2.588, -8.344)  0.101
C (-3.984, 3.945, 3.525)  0.036
N (-2.826, 3.251, 4.149)  -0.449
O (-3.043, 2.288, 4.852)  0.071
O (-1.728, 3.713, 3.908)  0.052
H (-4.890, 3.430, 3.822)  0.096
H (-3.972, 4.970, 3.876)  0.067
H (-3.841, 3.905, 2.451)  0.090
C (-3.787, 8.643, 1.480)  0.047
N (-4.017, 7.385, 2.242)  -0.439
O (-4.399, 6.411, 1.629)  0.071
O (-3.803, 7.427, 3.436)  0.066
H (-4.017, 8.454, 0.438)  0.093
H (-4.440, 9.399, 1.904)  0.098
H (-2.746, 8.916, 1.616)  0.101
C (2.616, -8.440, 2.743)  0.040
N (1.299, -9.047, 2.407)  -0.455
O (0.450, -8.339, 1.913)  0.077
O (1.164, -10.233, 2.652)  0.038
H (2.604, -7.391, 2.479)  0.068
H (2.767, -8.579, 3.809)  0.100
H (3.370, -8.978, 2.177)  0.100

The lowest unoccupied orbital energy is 1.0 eV. Its total energy is -67479.0609 eV. Its charge is -1.

=====

Record 3
Density functional theory data (ωB97M-V/def2-TZVPD) for a molecular structure, C11H24F6MgN4O8S2 at a distorted geometry.

Last column: Löwdin charge in e.
Geometry (Å):
Mg (13.135, 21.714, -33.304)  0.516
C (11.768, 18.307, -32.892)  -0.104
C (11.855, 19.349, -31.777)  -0.447
O (12.015, 20.637, -32.207)  -0.324
H (12.686, 18.302, -33.471)  0.048
H (10.891, 18.510, -33.520)  0.066
H (11.512, 17.341, -32.442)  0.069
H (12.704, 19.040, -31.130)  0.101
H (10.958, 19.265, -31.136)  0.099
C (17.038, 22.570, -32.124)  -0.657
F (18.323, 22.370, -32.411)  0.152
F (16.893, 22.783, -30.834)  0.162
F (16.603, 23.637, -32.808)  0.125
S (16.062, 21.060, -32.613)  0.647
O (16.981, 20.112, -33.128)  -0.232
O (15.246, 20.750, -31.491)  -0.239
N (15.030, 21.662, -33.749)  -0.326
S (15.644, 21.668, -35.245)  0.637
O (14.701, 22.363, -36.074)  -0.270
O (17.020, 22.060, -35.321)  -0.249
C (15.666, 19.902, -35.847)  -0.668
F (16.896, 19.463, -35.930)  0.171
F (14.972, 19.099, -35.011)  0.114
F (15.098, 19.865, -37.044)  0.147
C (11.859, 20.075, -36.071)  -0.588
O (12.419, 20.600, -35.108)  -0.015
N (11.128, 20.809, -36.968)  0.191
N (11.938, 18.729, -36.327)  0.184
H (10.593, 20.375, -37.696)  0.100
H (11.032, 21.807, -36.848)  0.069
H (12.588, 18.164, -35.815)  0.095
H (11.557, 18.374, -37.184)  0.099
C (10.622, 24.470, -38.006)  -0.082
O (10.954, 23.769, -36.823)  -0.223
C (10.726, 24.505, -35.643)  -0.208
C (11.072, 23.625, -34.461)  -0.148
N (12.489, 23.274, -34.367)  -0.083
C (13.320, 24.379, -33.814)  -0.151
C (13.207, 24.440, -32.301)  -0.152
O (13.407, 23.089, -31.869)  -0.272
C (13.191, 22.908, -30.471)  -0.050
H (9.544, 24.436, -38.208)  0.093
H (11.173, 23.999, -38.815)  0.094
H (10.880, 25.532, -37.936)  0.091
H (9.677, 24.827, -35.569)  0.135
H (11.313, 25.435, -35.662)  0.123
H (10.472, 22.712, -34.498)  0.135
H (10.728, 24.130, -33.551)  0.132
H (12.855, 23.204, -35.322)  0.099
H (13.102, 25.328, -34.315)  0.129
H (14.366, 24.189, -34.050)  0.109
H (12.228, 24.811, -31.992)  0.127
H (14.024, 25.050, -31.910)  0.139
H (13.223, 21.841, -30.267)  0.088
H (12.193, 23.237, -30.175)  0.104
H (13.986, 23.408, -29.914)  0.102

The lowest unoccupied orbital energy is 0.2 eV. Its total energy is -77559.5632 eV. For the energy above the lowest of the compared OMol25 structures with the same formula, charge and spin, the calculation gives 0.0 kJ/mol.

=====

Record 4
Density functional theory data (ωB97M-V/def2-TZVPD) for a molecular structure, C11H24LiN4O4Ta at a distorted geometry.

Last column: Löwdin charge in e.
Geometry (Å):
N (1.338, -1.568, -0.629)  -0.153
C (2.406, -2.223, -0.836)  -0.208
O (2.662, -3.414, -0.587)  0.057
Li (0.924, -3.476, -0.898)  0.768
Ta (0.098, -0.099, -0.001)  1.796
N (-1.757, -0.686, -0.005)  -0.246
N (0.087, 1.339, -1.435)  -0.239
C (-2.655, -1.207, -1.121)  -0.616
C (0.945, 1.270, -2.703)  -0.623
C (-4.019, -1.789, -0.590)  -0.042
C (-2.989, -0.015, -2.059)  -0.033
C (-1.984, -2.332, -1.880)  -0.071
C (2.412, 1.163, -2.250)  -0.047
C (0.780, 2.555, -3.562)  -0.028
C (0.562, 0.033, -3.533)  -0.046
H (-3.817, -2.537, 0.212)  0.101
H (-4.564, -2.299, -1.421)  0.111
H (-4.686, -0.980, -0.180)  0.101
H (-3.652, 0.705, -1.528)  0.100
H (-3.500, -0.390, -2.976)  0.114
H (-2.041, 0.511, -2.330)  0.049
H (-1.039, -2.017, -2.358)  0.047
H (-2.659, -2.682, -2.688)  0.117
H (-1.786, -3.161, -1.176)  0.083
H (2.683, 2.053, -1.646)  0.104
H (3.007, 1.125, -3.178)  0.109
H (2.570, 0.243, -1.672)  0.029
H (1.200, 3.438, -3.039)  0.094
H (-0.273, 2.730, -3.832)  0.101
H (1.375, 2.394, -4.482)  0.107
H (1.163, 0.110, -4.468)  0.115
H (-0.513, 0.028, -3.744)  0.079
H (0.850, -0.873, -2.968)  0.039
C (-2.541, -0.073, 1.142)  -0.085
H (-1.847, -0.054, 1.988)  0.053
H (-2.857, 0.965, 0.953)  0.107
H (-3.414, -0.679, 1.422)  0.087
C (-0.175, 2.699, -0.906)  -0.103
H (-0.468, 2.604, 0.125)  0.055
H (0.706, 3.326, -0.944)  0.091
H (-0.987, 3.180, -1.436)  0.099
O (0.408, -0.365, 3.710)  0.223
N (1.177, 0.153, 2.945)  -0.271
O (2.370, 0.260, 2.820)  0.212
O (0.391, 0.812, 1.603)  -0.341

The lowest unoccupied orbital energy (spin up / spin down) is -10.1 / -10.1 eV. Its total energy is -27683.2448 eV. Its charge is +2.